26
Properties=species:S:1:pos:R:3:forces:R:3:mulliken_charge:R:1 method="wB97M-V/def2-TZVPD" relative_energy_kj_mol=704.8 homo_ev="-12.906 / -11.907" spin_multiplicity=1 charge=+1
C -4.15274 1.07724 0.47859 -3.1 0.3 -1.0 -0.398
C -3.86973 1.06020 -0.87926 -2.0 0.7 -1.7 -0.228
C -3.26533 0.56729 1.33494 1.7 -0.2 1.6 -0.538
C -2.68321 0.57654 -1.30391 1.2 -1.6 3.1 -0.640
C -2.01292 0.04577 0.94439 -2.7 1.1 -1.8 -0.386
C -1.75648 -0.03246 -0.39736 -2.2 2.8 -0.1 0.156
C 0.58706 -0.13460 -0.52360 2.7 1.2 1.8 -0.129
C 3.24632 -0.47413 0.79414 -0.3 0.9 2.9 -0.584
C -0.72908 -1.88058 -1.40364 1.1 -1.1 -3.4 -0.918
C 3.56396 0.88202 1.06264 1.0 1.9 1.3 -0.186
N -0.53701 -0.57045 -0.85366 0.0 -0.9 0.4 0.239
O 4.10017 1.80646 0.12736 -0.9 -0.8 -0.3 -0.477
H -5.19303 1.32707 0.83938 1.5 0.1 -0.4 0.324
H -4.62050 1.33727 -1.71616 1.2 -0.2 1.9 0.273
H -3.53352 0.67106 2.36824 0.3 -0.4 0.5 0.353
H -2.55147 0.47288 -2.28913 0.9 -0.2 -3.7 0.490
H -1.33088 -0.22463 1.63753 2.1 -1.1 2.2 0.578
H 0.69741 0.76858 0.13619 -0.7 -0.4 -1.0 0.266
H 3.14336 -0.84532 -0.14830 0.1 -1.4 -2.4 0.480
H 3.17214 -1.03143 1.75322 -0.3 -0.1 -1.2 0.279
H 0.19037 -2.49670 -1.48700 0.0 1.1 -0.4 0.367
H -1.25578 -2.48994 -0.74369 -1.7 -0.5 1.1 0.401
H -1.22449 -1.76676 -2.42400 0.5 -0.5 1.4 0.278
H 4.25753 0.96592 1.94925 -0.1 -0.7 -0.4 0.377
H 2.68986 1.28883 1.72151 0.5 0.0 -1.4 0.295
H 4.45476 1.40653 -0.69714 -0.5 0.0 0.9 0.330